{"formula": "C47H121N7O15", "method": "ωB97M-V/def2-TZVPD", "elements": ["C", "O", "C", "C", "C", "N", "H", "H", "H", "H", "H", "H", "H", "H", "H", "H", "H", "C", "O", "C", "C", "C", "N", "H", "H", "H", "H", "H", "H", "H", "H", "H", "H", "H", "C", "O", "C", "C", "N", "C", "C", "O", "C", "H", "H", "H", "H", "H", "H", "H", "H", "H", "H", "H", "H", "H", "H", "H", "C", "O", "C", "C", "N", "C", "C", "O", "C", "H", "H", "H", "H", "H", "H", "H", "H", "H", "H", "H", "H", "H", "H", "H", "C", "O", "C", "C", "N", "C", "C", "O", "C", "H", "H", "H", "H", "H", "H", "H", "H", "H", "H", "H", "H", "H", "H", "H", "C", "O", "C", "C", "N", "C", "C", "O", "C", "H", "H", "H", "H", "H", "H", "H", "H", "H", "H", "H", "H", "H", "H", "H", "C", "O", "C", "C", "N", "C", "C", "O", "C", "H", "H", "H", "H", "H", "H", "H", "H", "H", "H", "H", "H", "H", "H", "H", "C", "C", "C", "O", "H", "H", "H", "H", "H", "H", "H", "H", "C", "C", "C", "O", "H", "H", "H", "H", "H", "H", "H", "H", "C", "C", "C", "O", "H", "H", "H", "H", "H", "H", "H", "H"], "positions_angstrom": [[5.87087, -5.36636, 0.97160], [5.69668, -5.92861, 2.27495], [6.87956, -6.25191, 2.97202], [6.64568, -6.65975, 4.42181], [6.12036, -5.52311, 5.17375], [7.85069, -7.17555, 5.00518], [6.57686, -5.94243, 0.37342], [6.24873, -4.34415, 0.99171], [4.89156, -5.18987, 0.52673], [7.39037, -7.06168, 2.45101], [7.53647, -5.38289, 2.93502], [5.87290, -7.42810, 4.39835], [6.82883, -4.69991, 5.26605], [5.85340, -5.83413, 6.18375], [5.22253, -5.06322, 4.76082], [8.55688, -6.62419, 4.53892], [7.96360, -6.96721, 5.98699], [0.11247, -1.03119, -1.08008], [-0.91239, -0.12033, -1.38312], [-2.22558, -0.60983, -1.07330], [-3.33714, 0.35444, -1.48364], [-3.33052, 1.62599, -0.60071], [-4.65235, -0.25420, -1.42861], [1.06070, -0.50369, -1.18362], [0.26247, -1.91313, -1.70281], [0.16444, -1.23419, -0.01042], [-2.31026, -1.61652, -1.48256], [-2.27946, -0.79405, -0.00033], [-3.12602, 0.64409, -2.51301], [-3.54191, 1.33691, 0.42880], [-4.09759, 2.26134, -1.04346], [-2.34016, 2.07557, -0.67254], [-5.24970, 0.41669, -1.89035], [-4.62588, -1.06221, -2.03403], [1.77315, -0.73735, -8.18335], [0.42913, -0.68969, -7.73241], [0.04276, -1.69998, -6.78328], [-1.35045, -1.24796, -6.24441], [-2.29676, -1.38572, -7.31784], [-3.63534, -0.93399, -6.97401], [-3.70270, 0.59028, -6.94550], [-4.91397, 0.95786, -6.32254], [-5.13433, 2.30941, -5.97108], [1.78447, -1.62665, -8.81353], [2.52782, -0.91462, -7.41710], [2.02245, 0.12025, -8.80823], [0.80538, -1.84179, -6.01752], [0.01441, -2.66408, -7.29101], [-1.30440, -0.19872, -5.95271], [-1.63112, -1.93362, -5.44491], [-2.00698, -0.94897, -8.18119], [-3.88584, -1.37649, -6.00989], [-4.33275, -1.38104, -7.68243], [-3.57432, 0.95401, -7.96496], [-2.90958, 0.99378, -6.31602], [-5.00998, 2.96138, -6.83571], [-4.34575, 2.51304, -5.24668], [-6.04034, 2.46510, -5.38541], [2.15230, 9.45721, -1.01253], [1.21448, 8.50322, -0.36769], [-0.10376, 8.70883, -0.84378], [-0.99838, 7.59613, -0.21341], [-0.95234, 7.86092, 1.20912], [-1.74092, 6.97836, 2.12152], [-3.19745, 7.43216, 2.11504], [-3.88292, 6.49084, 2.99006], [-5.26614, 6.76454, 3.09711], [3.16679, 9.30893, -0.64251], [1.83650, 10.44421, -0.67459], [2.16391, 9.45516, -2.10247], [-0.16169, 8.62877, -1.92929], [-0.48975, 9.70437, -0.62463], [-0.64080, 6.59548, -0.45620], [-2.02763, 7.73857, -0.54275], [-0.04663, 8.13470, 1.56242], [-1.25805, 7.00170, 3.09845], [-1.72391, 5.92998, 1.82367], [-3.60420, 7.31810, 1.11022], [-3.27979, 8.50021, 2.31645], [-5.60028, 7.07758, 2.10794], [-5.53492, 7.54429, 3.80976], [-5.78259, 5.89749, 3.50890], [5.18806, 6.68137, 3.25173], [4.70671, 5.74237, 4.17684], [4.63615, 6.25421, 5.56939], [4.52904, 5.01141, 6.51605], [5.46951, 3.92445, 6.17426], [5.00865, 2.58545, 6.61337], [5.58040, 1.41232, 5.82352], [4.89182, 1.51086, 4.57653], [5.09569, 0.37179, 3.73497], [5.15116, 6.19519, 2.27686], [6.22234, 6.96496, 3.44652], [4.57511, 7.58263, 3.26235], [3.73200, 6.85924, 5.63677], [5.57681, 6.76347, 5.77893], [3.47547, 4.73730, 6.57026], [4.72534, 5.30371, 7.54761], [5.71115, 4.03157, 5.19946], [3.94502, 2.42579, 6.43648], [5.16951, 2.49663, 7.68777], [5.23918, 0.50259, 6.31753], [6.66768, 1.40194, 5.74724], [4.96751, 0.71178, 2.70731], [4.27999, -0.34087, 3.85684], [6.10791, -0.00660, 3.87754], [-5.65944, -5.84109, -3.69055], [-6.20317, -4.85364, -2.74438], [-7.05198, -5.38053, -1.76763], [-6.34208, -5.87862, -0.49802], [-5.13223, -6.60822, -0.60401], [-4.60597, -7.07714, 0.66796], [-3.64338, -6.09351, 1.38033], [-2.37153, -6.11690, 0.77953], [-1.34302, -5.74719, 1.68360], [-4.95284, -6.44162, -3.11768], [-5.06245, -5.37174, -4.47248], [-6.47156, -6.48383, -4.03032], [-7.70726, -6.17012, -2.13542], [-7.69418, -4.57833, -1.40410], [-7.11011, -6.42875, 0.04566], [-6.04658, -4.95317, -0.00374], [-4.46146, -5.93730, -0.95047], [-4.08673, -7.98426, 0.35874], [-5.40289, -7.38288, 1.34586], [-3.55299, -6.33649, 2.43905], [-4.07105, -5.10212, 1.23083], [-1.53072, -4.79529, 2.18036], [-0.45511, -5.60912, 1.06663], [-1.19519, -6.51684, 2.44115], [8.37241, 0.89819, 0.12653], [8.13163, 2.09518, -0.56937], [6.71764, 2.32588, -0.90085], [6.56381, 3.44704, -1.92960], [5.47375, 3.23595, -2.87365], [4.12987, 3.34550, -2.21936], [2.92949, 2.90609, -3.17448], [2.78263, 3.82717, -4.24704], [1.66427, 3.55743, -5.13683], [9.39495, 0.61158, -0.11913], [7.89262, -0.00052, -0.26106], [8.17149, 0.96795, 1.19558], [6.22415, 2.57010, 0.03986], [6.20747, 1.41412, -1.21155], [7.44858, 3.61763, -2.54293], [6.43020, 4.36801, -1.36210], [5.41809, 4.00216, -3.52935], [3.86907, 4.36923, -1.95091], [4.19113, 2.73677, -1.31725], [2.01851, 2.82065, -2.58210], [3.22831, 1.92704, -3.54899], [1.60291, 4.42456, -5.79443], [0.77473, 3.57881, -4.50726], [1.79801, 2.70036, -5.79687], [-8.92256, 1.15485, 1.99523], [-8.88882, -0.30728, 2.53556], [-9.87864, -1.25605, 1.80314], [-7.61085, -0.87560, 2.23334], [-9.06441, 1.20415, 0.91563], [-7.98027, 1.65383, 2.22149], [-9.68723, 1.81186, 2.40962], [-9.05844, -0.40330, 3.60799], [-9.97952, -0.99831, 0.74886], [-10.87340, -1.35261, 2.23815], [-9.43955, -2.24696, 1.68742], [-7.32145, -0.59948, 1.36064], [0.89065, -8.12696, -2.19483], [0.13444, -7.50790, -3.40142], [-0.56209, -8.46452, -4.31084], [-0.84846, -6.60593, -2.80548], [0.23819, -8.71048, -1.54531], [1.39914, -7.38463, -1.57961], [1.76772, -8.64196, -2.58679], [0.75574, -6.84315, -4.00158], [-1.30342, -7.97946, -4.94586], [-1.15618, -9.21121, -3.78397], [0.20398, -8.91225, -4.94393], [-0.75931, -6.66958, -1.85175], [-2.03205, -0.53557, 4.99893], [-0.72566, 0.17736, 4.67665], [-0.57617, 1.61183, 5.20638], [0.38093, -0.54268, 5.13477], [-2.19053, -1.34565, 4.28706], [-2.89800, 0.11356, 4.86913], [-1.95984, -0.97793, 5.99251], [-0.65907, 0.19555, 3.58883], [0.18294, 2.14412, 4.63321], [-0.36818, 1.63973, 6.27598], [-1.48806, 2.20063, 5.10704], [1.20077, -0.07780, 4.95215]], "atomic_forces_ev_per_a": [[0.1, 0.4, 0.8], [-0.7, 0.1, -0.1], [0.5, -0.1, -0.8], [-1.3, -0.4, -1.0], [-1.2, 1.8, 1.3], [1.1, -0.2, -0.8], [-0.3, -0.3, -0.2], [0.5, 0.2, 0.5], [0.0, -0.9, -0.1], [0.2, -0.3, -0.1], [0.4, 0.3, 0.2], [-0.1, -0.3, 0.0], [0.4, 0.0, 0.0], [0.0, 0.0, 0.2], [-0.1, -0.3, -0.3], [0.8, -0.2, 0.2], [-0.4, 0.1, 0.1], [1.3, 1.0, 0.7], [-0.7, 0.0, -0.5], [0.5, -0.5, 0.6], [1.2, 0.6, 0.2], [0.3, -1.1, -1.0], [0.1, -0.3, 0.2], [0.0, 0.4, -0.4], [-0.9, -0.3, -0.1], [-0.6, -0.7, 0.2], [-0.4, -0.1, -0.6], [-0.1, 0.2, 0.4], [0.3, 0.3, -0.2], [-0.2, 0.2, 0.0], [0.1, 0.4, 0.5], [-0.1, 0.3, 0.1], [-0.5, -0.1, 0.0], [-0.3, -0.3, -0.1], [-0.7, -1.4, -0.6], [0.1, 0.7, 0.9], [-0.2, 0.9, -0.4], [1.5, -0.7, -1.2], [-0.9, -0.7, -0.4], [0.4, -0.2, 0.0], [-0.5, -0.1, 1.0], [-1.7, -0.5, -0.4], [1.8, -0.5, 0.4], [0.6, -0.1, -0.4], [-0.1, 0.4, 0.4], [-0.3, 0.1, 0.3], [0.0, 0.5, 0.4], [-0.5, -0.2, -0.2], [0.5, -0.1, 0.7], [-0.1, 0.3, 0.2], [0.4, 0.1, 0.1], [-0.1, 0.3, 0.2], [-0.2, 0.3, -0.1], [-0.2, 0.4, -0.2], [0.5, 0.0, -0.1], [-0.4, 0.2, 0.0], [0.4, 0.7, 0.1], [-0.3, -0.4, -0.7], [-1.1, -0.3, 1.4], [1.3, 1.1, -1.4], [-0.6, -1.4, -0.3], [0.8, 1.7, 0.7], [-1.1, -0.5, 1.2], [0.8, 1.0, -1.1], [0.2, -1.5, 0.5], [0.2, 1.3, -0.1], [0.2, 0.1, 0.0], [-0.2, -0.4, 0.1], [0.1, 0.3, -0.2], [-0.3, -0.5, 0.0], [0.3, -0.2, -0.3], [0.0, 0.1, 0.5], [0.1, -0.1, -0.4], [0.0, -0.2, -0.3], [0.0, -0.4, -0.2], [-0.4, 0.3, 0.2], [0.1, -0.2, -0.2], [-0.1, -0.2, -0.3], [-0.2, 0.0, 0.8], [-0.6, -0.3, 0.0], [0.5, 0.5, 0.0], [0.1, -0.3, -0.6], [-0.1, -0.1, 0.1], [-0.1, 0.1, 1.7], [0.5, -2.1, -1.1], [0.3, 0.3, -0.2], [-0.6, 0.3, 0.4], [0.4, 0.6, -0.5], [-1.1, 0.7, 0.2], [0.8, -0.5, -0.4], [-0.4, 1.2, -0.2], [-0.1, 0.2, 0.0], [0.2, 0.0, 0.1], [-0.1, 0.2, -0.2], [0.3, 0.3, 0.3], [-0.1, 0.4, 0.0], [-0.2, -0.6, -0.5], [0.2, 0.5, 0.1], [-0.3, -0.6, -0.2], [-0.4, 0.4, 0.1], [0.2, -0.1, 0.0], [0.2, -0.3, 0.2], [0.1, 0.1, -0.3], [0.3, 0.1, -0.1], [0.3, -0.5, 0.5], [-0.2, -0.4, -0.1], [0.0, 0.2, 2.0], [0.6, -0.1, -1.4], [0.3, -0.7, 0.5], [-0.7, 1.6, 0.1], [0.4, -0.6, -0.8], [0.8, -0.4, -0.1], [-0.9, -0.6, -0.6], [0.4, -0.1, 0.0], [0.0, 0.1, -0.7], [-0.1, -0.4, -0.2], [-0.6, 0.4, 0.0], [0.1, 0.1, -0.4], [0.0, -0.2, -0.5], [-0.1, 0.1, -0.2], [0.2, 0.0, 0.4], [-0.8, 0.4, 0.8], [0.4, -0.2, -0.5], [0.5, -0.2, 0.7], [-0.1, 0.2, -0.1], [-0.1, 0.0, 0.2], [-0.1, 0.4, 0.5], [-0.2, 0.1, 0.1], [0.1, -0.2, 0.2], [0.1, -0.1, 0.1], [0.6, -0.5, -0.6], [-1.6, 0.0, -1.0], [1.0, -0.3, 0.7], [0.1, 0.5, 0.0], [-1.9, 0.0, 0.4], [-0.5, -0.3, -1.3], [1.8, -0.1, 0.6], [-0.1, -0.3, -0.3], [0.9, 1.2, 0.9], [0.4, 0.5, 0.7], [-1.0, 0.2, -0.2], [0.2, 0.1, 0.1], [-0.1, 0.4, 0.1], [0.4, -0.3, -0.5], [0.3, -0.5, 0.3], [-0.1, 0.4, 0.1], [0.7, 0.0, -0.4], [0.3, 0.3, 0.4], [-0.6, -0.1, 0.0], [-0.2, 0.1, 0.0], [-0.3, -0.3, -0.2], [0.1, 0.1, 0.1], [-0.3, -0.6, -0.3], [-0.1, -0.4, 0.5], [0.0, -0.1, 0.6], [-0.4, -0.5, -2.0], [-0.1, 0.1, -0.3], [0.5, 0.2, 0.9], [0.1, -0.4, -0.1], [0.1, -0.1, 0.1], [-0.3, -0.3, 0.2], [0.3, 0.3, 0.0], [-0.2, 0.6, -0.1], [0.0, 0.2, 0.1], [0.1, -0.1, 0.8], [-0.1, 0.1, -0.1], [0.8, 0.4, -1.3], [-0.7, 1.3, 2.1], [-0.2, -0.5, -0.3], [0.0, -0.2, -0.4], [0.1, -0.3, -0.3], [-0.5, 0.5, 0.0], [-0.3, -0.9, 0.1], [0.5, -0.2, 0.1], [0.3, 0.4, -0.1], [0.4, -0.2, 0.2], [-0.2, -0.4, -0.1], [-0.2, 0.1, 0.0], [0.5, -0.3, 0.0], [-0.1, 1.3, -0.5], [-0.9, 0.1, -0.2], [0.4, -1.5, 0.7], [0.2, -0.2, 0.1], [0.1, 0.2, 0.3], [-0.3, 0.2, 0.1], [-0.1, 0.3, -0.3], [0.2, 0.0, 0.2], [0.3, -0.2, 0.0], [-0.2, -0.1, -0.3], [-0.1, 0.2, -0.1]], "homo_lumo_gap_ev": 8.5, "smiles": "COC[C@H](C)N.COC[C@H](C)N.COCCNCCOC.COCCNCCOC.COCCNCCOC.COCCNCCOC.COCCNCCOC.CC(C)O.CC(C)O.CC(C)O", "total_charge": 0, "lumo_ha": 0.003, "total_energy_ha": -3374.76257, "e_above_lowest_kcal_mol": 61.7, "multiplicity": 1}